No. 1
Here is a molecular structure, C50H41CaN5O3S2SeTe in a non-equilibrium geometry from the Open Molecules 2025 dataset. Energies are from ωB97M-V/def2-TZVPD.

**E_tot**: -6572.97916 hartree
**HOMO-LUMO gap**: 3.86 eV

```
! wB97M-V def2-TZVPD RIJCOSX def2/J DEFGRID3
* xyz -2 1
Ca -0.143 0.009 0.132
C 3.094 -1.666 2.992
C 4.172 -1.846 2.139
C 4.120 -1.310 0.869
C 3.008 -0.570 0.482
N 1.938 -0.474 1.278
C 1.994 -0.986 2.502
C 2.833 -0.171 -0.978
C 3.896 -0.059 -1.866
C 3.600 0.119 -3.210
C 2.284 0.197 -3.643
C 1.272 0.169 -2.689
N 1.585 -0.033 -1.409
C -0.187 0.424 -3.005
C -0.600 0.898 -4.231
C -1.952 1.242 -4.399
C -2.829 1.093 -3.359
C -2.348 0.564 -2.147
N -1.065 0.234 -2.001
H 3.087 -2.070 3.995
H 5.040 -2.411 2.456
H 4.937 -1.453 0.176
H 1.108 -0.842 3.113
H 4.919 -0.062 -1.514
H 4.408 0.210 -3.926
H 2.057 0.298 -4.695
H 0.102 1.054 -5.039
H -2.286 1.644 -5.349
H -3.863 1.400 -3.423
H -3.003 0.443 -1.295
C -0.045 2.379 2.323
O -0.620 1.084 2.084
C -1.712 0.694 2.805
C -2.170 1.405 3.901
C -3.222 0.910 4.660
C -3.821 -0.295 4.333
C -3.386 -0.990 3.213
C -2.356 -0.506 2.429
N -1.899 -1.159 1.232
N -2.592 -2.130 0.846
C -2.207 -2.845 -0.286
C -0.917 -2.793 -0.902
O 0.067 -2.161 -0.421
C -0.725 -3.588 -2.102
C -1.685 -4.397 -2.587
C -2.950 -4.541 -1.925
C -3.927 -5.430 -2.409
C -5.135 -5.572 -1.777
C -5.393 -4.806 -0.626
C -4.462 -3.923 -0.142
C -3.204 -3.764 -0.774
H 0.309 2.443 3.354
H -0.796 3.138 2.088
H 0.797 2.471 1.639
H -1.731 2.359 4.146
H -3.574 1.484 5.509
H -4.639 -0.680 4.929
H -3.852 -1.920 2.917
H 0.234 -3.476 -2.594
H -1.516 -4.968 -3.495
H -3.703 -6.004 -3.303
H -5.878 -6.264 -2.153
H -6.341 -4.915 -0.112
H -4.670 -3.331 0.737
O 0.669 2.418 -0.889
S -0.098 3.690 -0.538
C -0.924 4.227 -2.064
C -0.037 4.638 -3.202
C -0.152 5.910 -3.754
C 0.643 6.305 -4.823
C 1.584 5.432 -5.349
C 1.728 4.168 -4.786
C 0.925 3.774 -3.728
C 1.277 4.962 -0.571
C 0.735 6.302 -0.179
C 1.020 7.433 -0.942
C 0.514 8.679 -0.598
C -0.306 8.814 0.514
C -0.600 7.695 1.282
C -0.082 6.454 0.943
H -1.593 5.028 -1.747
H -1.541 3.352 -2.278
H -0.878 6.599 -3.337
H 0.528 7.298 -5.242
H 2.200 5.733 -6.189
H 2.476 3.484 -5.171
H 1.059 2.808 -3.266
H 1.796 4.987 -1.528
H 1.960 4.542 0.171
H 1.651 7.327 -1.817
H 0.763 9.546 -1.199
H -0.716 9.782 0.777
H -1.244 7.785 2.148
H -0.335 5.585 1.538
Te 4.372 2.453 0.518
C 4.546 3.424 2.384
C 4.273 4.726 2.719
C 4.521 5.037 4.090
C 4.984 3.969 4.797
S 5.110 2.592 3.778
H 3.901 5.444 2.001
H 4.359 6.017 4.522
H 5.244 3.918 5.842
Se -2.767 2.504 0.157
*
```

***

No. 2
Here is a molecular structure, C25H19BBaCl3FINO4Si in a non-equilibrium geometry from the Open Molecules 2025 dataset. Energies are from ωB97M-V/def2-TZVPD.

**E_tot**: -3437.71815 hartree
**HOMO-LUMO gap (spin up / spin down)**: 1.87 / 1.88 eV

```
! wB97M-V def2-TZVPD RIJCOSX def2/J DEFGRID3
* xyz -2 1
Ba -0.019 -1.115 -0.368
C -0.499 1.077 4.291
C 0.265 0.131 3.317
O -0.159 0.068 2.120
C 1.353 -0.727 3.740
C 1.695 -0.697 5.103
C 2.483 -1.753 5.659
C 3.028 -2.732 4.789
C 2.774 -2.773 3.454
C 1.939 -1.771 2.847
O 1.661 -2.016 1.571
H -1.580 0.901 4.203
H -0.412 2.090 3.988
H -0.024 0.923 5.268
H 1.392 0.021 5.810
H 2.661 -1.737 6.739
H 3.520 -3.510 5.355
H 3.209 -3.500 2.777
I -1.446 -4.260 0.620
C -2.920 -3.004 -0.698
C -4.070 -3.712 -0.956
C -4.915 -3.183 -1.949
C -4.630 -1.842 -2.450
C -3.499 -1.244 -2.014
N -2.549 -1.845 -1.137
H -4.239 -4.665 -0.476
H -5.835 -3.640 -2.236
H -5.398 -1.372 -2.986
H -3.337 -0.159 -2.129
Cl 1.728 -5.615 0.421
Si 0.353 -4.856 -0.838
Cl 1.671 -3.214 -1.888
Cl -0.149 -6.049 -2.336
O 1.248 3.451 -2.764
B 0.323 2.354 -2.349
O 0.871 1.456 -1.434
C 2.212 1.895 -1.329
C 3.183 1.077 -0.698
C 4.426 1.683 -0.923
C 4.686 2.827 -1.725
C 3.718 3.522 -2.387
C 2.435 3.048 -2.180
H 3.047 0.085 -0.297
H 5.263 1.306 -0.379
H 5.772 3.081 -1.888
H 3.882 4.442 -2.972
F -2.393 5.590 -3.490
C -2.326 4.286 -2.978
C -1.217 3.521 -3.405
C -1.115 2.185 -2.863
C -1.929 1.859 -1.655
C -3.079 2.535 -1.384
C -3.240 3.752 -2.134
H -0.538 3.924 -4.205
H -1.233 1.331 -3.559
H -3.844 2.314 -0.588
H -4.205 4.257 -2.025
*
```

***

Relative energy (zero: lowest compared OMol25 entry of this formula, charge and spin) (computed, eV): 0.000 5.697